{"formula": "C24H47CuF6NO11S3", "method": "wB97M-V/def2-TZVPD", "homo_lumo_gap_ev": [2.7, 2.7], "mol_weight_g_mol": 799.371, "e_tot_ev": -143100.207, "charge": 0, "e_homo_ev": [-6.1, -6.1], "multiplicity": 2, "symbols": ["Cu", "C", "O", "O", "C", "F", "F", "F", "C", "C", "H", "H", "H", "H", "H", "H", "C", "O", "O", "C", "F", "F", "F", "C", "C", "H", "H", "H", "H", "H", "H", "C", "C", "C", "O", "C", "N", "H", "H", "H", "H", "H", "H", "H", "H", "H", "H", "H", "C", "C", "C", "S", "O", "O", "C", "H", "H", "H", "H", "H", "H", "H", "H", "C", "C", "C", "S", "O", "O", "C", "H", "H", "H", "H", "H", "H", "H", "H", "C", "C", "C", "S", "O", "O", "C", "H", "H", "H", "H", "H", "H", "H", "H"], "coordinates": [[-0.9717, -0.7224, 0.3548], [2.3930, 0.6425, -5.1167], [2.5674, -0.6326, -5.7129], [1.3292, 0.4491, -4.1813], [3.7085, 1.2676, -4.5461], [4.8633, 0.8360, -5.1011], [3.6724, 2.6078, -4.7193], [3.9038, 1.0477, -3.2216], [3.3644, -0.7146, -6.9308], [3.4287, -2.1429, -7.2591], [4.1835, -2.4156, -7.9967], [3.6750, -2.8068, -6.4305], [2.5122, -2.4720, -7.7490], [4.3984, -0.4032, -6.7823], [2.9348, -0.1794, -7.7776], [2.0140, 1.2656, -5.9268], [-4.8522, -0.4502, 4.9947], [-5.5350, 0.4100, 4.1184], [-3.7100, -0.8689, 4.2635], [-4.7765, 0.2172, 6.4687], [-5.7156, -0.2235, 7.3520], [-3.6539, -0.0154, 7.1789], [-4.9374, 1.5411, 6.4584], [-6.8822, 0.6820, 4.4541], [-7.5167, 1.7332, 3.5530], [-7.1686, 2.7622, 3.6430], [-7.2670, 1.3822, 2.5517], [-8.5955, 1.7858, 3.6996], [-7.2153, 0.9715, 5.4508], [-7.4579, -0.2197, 4.2454], [-5.4848, -1.3368, 5.0356], [2.6395, -6.3779, 0.4909], [2.5420, -4.9009, 0.1108], [3.7131, -4.4250, -0.7513], [5.0173, -4.5498, -0.1485], [6.0627, -3.9330, -0.9329], [1.2371, -4.6273, -0.5184], [2.8974, -6.9543, -0.3976], [1.8129, -6.8909, 0.9825], [3.4558, -6.4372, 1.2109], [2.6849, -4.3715, 1.0528], [3.6054, -3.3876, -1.0682], [3.6161, -4.9793, -1.6848], [6.2543, -4.5676, -1.7981], [6.9497, -3.8056, -0.3124], [5.8809, -2.9054, -1.2477], [0.6089, -5.2940, -0.0929], [1.2913, -5.0534, -1.4325], [-5.4355, -0.4748, -6.4036], [-4.7380, -1.8409, -6.0451], [-5.4869, -2.5669, -4.9161], [-5.9781, -1.2566, -3.7402], [-4.8897, -1.2230, -2.7558], [-7.3480, -1.4295, -3.2761], [-5.8556, 0.1506, -5.0331], [-6.3325, -0.6369, -7.0012], [-4.8806, 0.2939, -6.9413], [-3.6777, -1.7077, -5.8306], [-4.7288, -2.5757, -6.8501], [-5.0013, -3.3529, -4.3378], [-6.4076, -2.8757, -5.4111], [-5.0438, 0.8049, -4.7152], [-6.8165, 0.6621, -4.9780], [0.2476, 7.7401, 1.0875], [-0.7267, 8.1175, 2.2048], [-1.2830, 6.7381, 2.5913], [-1.6924, 5.9153, 1.0637], [-2.9682, 6.3410, 0.4983], [-1.3798, 4.4527, 1.2870], [-0.3138, 6.6661, 0.1755], [1.2263, 7.4538, 1.4727], [0.5456, 8.6147, 0.5093], [-1.4815, 8.7384, 1.7222], [-0.3696, 8.6881, 3.0621], [-2.1976, 6.8269, 3.1776], [-0.5056, 6.0555, 2.9346], [-0.6099, 6.9620, -0.8309], [0.3272, 5.7845, 0.1878], [5.2739, -0.8795, 6.4881], [6.1399, -1.2962, 5.3000], [5.9734, -0.0998, 4.3169], [4.2056, 0.2882, 4.3586], [3.4436, -0.2386, 3.2434], [4.0579, 1.6913, 4.6306], [3.8980, -0.6410, 5.8892], [5.6857, -0.0332, 7.0379], [5.2851, -1.6407, 7.2681], [5.8200, -2.2610, 4.9064], [7.1342, -1.4864, 5.7041], [6.3800, -0.1135, 3.3057], [6.3847, 0.7665, 4.8351], [3.4903, -1.5860, 5.5301], [3.1520, -0.0722, 6.4443]], "forces_ev_per_angstrom": [[0.213, 0.069, -0.322], [-3.615, -1.615, 1.746], [1.691, -0.261, -1.089], [2.892, 1.284, -1.458], [-0.201, -0.145, 1.017], [-0.089, 0.102, -0.372], [0.046, -0.093, 0.025], [-0.458, 0.098, -0.378], [0.159, 0.248, 1.335], [-0.153, -2.156, -1.173], [0.326, 0.533, -0.225], [-0.342, 0.301, 0.335], [-0.300, -0.224, 0.409], [-0.214, 0.525, 0.125], [-0.227, 0.445, 0.144], [0.313, 0.870, -0.177], [0.198, 0.601, -1.970], [0.252, 1.097, 0.992], [-1.363, 0.640, 2.444], [0.691, 0.064, 1.958], [-0.614, -0.528, -1.407], [0.586, -0.240, -1.285], [0.154, -0.070, -0.914], [-2.177, 0.148, -0.343], [0.816, -0.169, -0.810], [0.418, -0.169, 0.300], [-0.440, 0.391, -0.347], [0.027, -0.386, -0.027], [1.296, -0.155, 0.679], [-0.023, -0.436, 0.046], [0.209, -0.797, 0.651], [1.431, -0.118, -0.067], [0.230, -0.337, 1.269], [0.310, 0.196, -0.688], [-0.545, 0.356, -0.229], [-0.428, -0.354, 0.441], [0.424, 0.119, -0.022], [0.091, -0.239, -0.013], [-0.497, 0.632, -0.116], [0.300, -0.403, -0.161], [-0.662, 0.478, 0.098], [-0.432, 0.253, 0.297], [0.534, -0.451, -0.374], [0.249, 0.143, -0.105], [-0.036, -0.667, 0.146], [-0.780, 0.012, -0.183], [-0.398, 0.178, 0.498], [0.121, 0.320, -0.744], [-1.045, -0.608, 1.452], [0.850, -0.138, -0.320], [-1.007, 1.557, -0.321], [0.820, -0.389, -0.419], [-1.039, 0.560, -0.811], [0.937, 0.367, -0.435], [0.408, -0.799, 0.626], [-0.051, -0.285, 0.023], [0.549, -0.529, 0.038], [-0.040, 0.300, 0.336], [-0.127, 0.402, -0.471], [0.094, 0.137, -0.341], [-0.206, -0.482, 0.522], [-0.190, -0.029, 0.387], [0.121, -0.060, -0.201], [1.589, 1.500, -0.193], [-0.450, -0.956, -0.800], [-0.775, 0.797, -0.053], [0.009, -2.323, -0.071], [0.897, -0.407, 0.596], [-1.035, 3.136, -0.709], [-0.139, -1.081, 0.384], [-0.157, -0.522, 0.348], [-0.382, 0.170, -0.199], [-0.458, -0.119, 0.268], [0.468, -0.255, -0.182], [0.244, -0.507, 0.317], [-0.159, 0.259, 0.749], [0.005, -0.028, 0.205], [0.345, 0.261, -0.661], [-0.245, -0.480, 0.516], [0.190, 0.408, 0.147], [0.324, -0.269, 0.607], [-0.336, -0.071, -0.188], [0.562, -0.316, 0.532], [0.133, 0.381, 0.201], [-0.223, 0.103, -0.547], [-0.043, 0.466, -0.498], [-0.386, -0.357, -0.199], [-0.278, 0.136, -0.248], [0.343, 0.442, -0.577], [-0.237, -0.413, 0.072], [0.140, 0.106, -0.161], [-0.176, -0.048, 0.217], [0.176, -0.103, 0.108]], "lowdin_spin": [0.004, 0.000, 0.000, -0.004, 0.000, 0.000, 0.000, 0.000, 0.000, 0.000, 0.000, 0.000, 0.000, 0.000, 0.000, 0.000, 0.072, 0.003, 0.862, 0.015, 0.000, 0.002, 0.005, 0.000, 0.000, 0.000, 0.000, 0.000, 0.000, 0.001, 0.040, 0.000, 0.000, 0.000, 0.000, 0.000, 0.000, 0.000, 0.000, 0.000, 0.000, 0.000, 0.000, 0.000, 0.000, 0.000, 0.000, 0.000, 0.000, 0.000, 0.000, 0.000, 0.000, 0.000, 0.000, 0.000, 0.000, 0.000, 0.000, 0.000, 0.000, 0.000, 0.000, 0.000, 0.000, 0.000, 0.000, 0.000, 0.000, 0.000, 0.000, 0.000, 0.000, 0.000, 0.000, 0.000, 0.000, 0.000, 0.000, 0.000, 0.000, 0.000, 0.000, 0.000, 0.000, 0.000, 0.000, 0.000, 0.000, 0.000, 0.000, 0.000, 0.000]}